The following is a DFT calculation (the ωB97M-V functional and the def2-TZVPD basis) of C21H17N5O3ReS as an isolated structure.

HOMO energy (alpha / beta) = -14.56 / -14.53 eV
Gap between HOMO and LUMO (alpha / beta) = 6.09 / 6.14 eV
Total charge = +2
ΔE to the lowest compared entry with this formula, charge and spin = 0.0 kcal/mol
E = -48597.386 eV
2S+1 = 2

Cartesian coordinates (Å):
Re 0.27614 -0.39991 0.65348
N -0.46966 -4.06778 2.77959
C -0.30756 -2.78785 2.43597
S -0.75173 -2.36238 0.73816
N 0.14284 -1.91061 3.26272
N 0.19348 -0.62353 2.73007
C 0.04237 0.31948 3.59890
C -0.13698 1.70380 3.26067
C -0.12600 2.66232 4.28627
C -0.38630 3.98750 4.01671
C -0.69192 4.38142 2.71500
C -0.73268 3.45618 1.68550
C -0.45208 2.13218 1.96539
O -0.50951 1.24235 0.90850
H -0.89907 -4.72948 2.15674
H -0.30260 -4.34685 3.73425
H -0.01837 0.01839 4.64092
H 0.08736 2.34251 5.29853
H -0.36795 4.71653 4.81408
H -0.91167 5.41895 2.50305
H -0.98455 3.74699 0.67494
O -4.29895 -0.88699 -5.99342
C -4.34010 -0.49817 -4.71217
O -5.36508 -0.19037 -4.18390
C -3.03978 -0.47838 -3.94267
C -1.96266 -1.30489 -4.23233
C -0.82784 -1.27978 -3.43470
C -0.78312 -0.41131 -2.35178
C -1.86271 0.40813 -2.03923
C -2.98613 0.37147 -2.83998
N 0.36755 -0.37853 -1.49761
C 1.54532 -0.47266 -1.98864
C 2.66540 -0.54847 -1.04771
C 3.98447 -0.60615 -1.42431
C 4.96403 -0.67070 -0.43118
C 4.58857 -0.68161 0.90048
C 3.24237 -0.62868 1.21863
N 2.29898 -0.56025 0.26555
H -3.39964 -0.95841 -6.33415
H -2.00470 -2.01502 -5.04897
H -0.01319 -1.96598 -3.62943
H -1.81528 1.07456 -1.18863
H -3.84899 0.98563 -2.62118
H 1.72401 -0.50466 -3.05933
H 4.25009 -0.60035 -2.47268
H 6.00991 -0.71429 -0.70519
H 5.32088 -0.73623 1.69304
H 2.89302 -0.64811 2.24206